(one)
An isolated molecule of C4H3N3, computed with wB97M-V/def2-TZVPD.

Geometry (Å):
N (1.01835, 1.05065, -0.60304)
H (2.45282, -0.55567, -0.81404)
N (-0.63074, -0.40218, 0.12025)
H (0.53790, -2.13201, 0.17727)
C (0.48774, -1.09183, -0.06133)
C (-1.33653, 1.58325, 0.38366)
C (1.45949, -0.24853, -0.53353)
H (-1.43742, -0.82478, 0.62438)
C (-0.23123, 0.99152, -0.23548)
N (-2.34509, 1.65692, 0.94486)

**E_LUMO**: 0.478 eV
**Structure (SMILES)**: N#Cc1ncc[nH]1
**HOMO level**: -9.27 eV
**HOMO-LUMO gap**: 9.7 eV

natural (NBO) population analysis, charges in e, atoms 1 to 8: N -0.35; H 0.22; N -0.50; H 0.22; C -0.04; C 0.24; C -0.11; H 0.45



(two)
An isolated molecule of C4H3N3, computed with wB97M-V/def2-TZVPD.

Geometry (Å):
H (-0.37277, -1.92828, 0.50891)
N (-0.05156, 2.58637, -2.08078)
H (-1.88778, 0.48015, 0.15386)
C (0.04689, 1.70331, -1.33867)
H (1.51182, -1.65524, 1.25173)
N (-0.94972, 0.10536, 0.21592)
N (1.25276, -0.02781, -0.13285)
C (-0.52899, -0.93496, 1.05164)
C (0.13278, 0.60463, -0.42142)
C (0.84657, -0.93353, 0.79167)

**E_LUMO**: -0.190 eV
**Structure (SMILES)**: N#Cc1ncc[nH]1
**HOMO level**: -9.68 eV
**HOMO-LUMO gap**: 9.5 eV

natural (NBO) population analysis, charges in e, atoms 1 to 8: H 0.28; N -0.24; H 0.43; C 0.23; H 0.22; N -0.49; N -0.43; C -0.28



Most stable to least stable, the ends of the list are (one) and (two).



(one)
A cluster of 2 separate species, C4H11NO4 in total, computed with wB97M-V/def2-TZVPD.

Geometry (Å):
H (-1.89390, -0.69365, -1.29635)
H (0.10208, -0.39818, -2.59787)
H (1.13735, -1.03355, 0.26262)
H (-0.98237, -1.88161, 1.37483)
C (-1.91707, 0.39600, -1.24004)
O (0.88019, -0.27037, -2.04481)
H (1.23354, -2.40032, 1.58382)
H (-2.75597, 0.70283, -0.62000)
H (1.41176, -0.31733, 2.94349)
C (0.97117, -1.35125, 1.37862)
H (-2.07770, 0.79238, -2.24649)
H (0.01888, 2.40446, 0.40249)
N (-0.40078, -1.11635, 1.69390)
C (-0.65857, 0.94128, -0.62829)
C (0.59587, 0.58780, -1.00105)
H (2.45246, 0.90885, -0.70630)
O (1.81035, -0.47831, 2.07819)
H (-0.71368, -0.26563, 1.16834)
O (1.63931, 1.42822, -0.69231)
O (-0.85294, 2.04474, 0.18722)

**E_LUMO**: 0.557 eV
**Structure (SMILES)**: CC(O)=C(O)O.NCO
**HOMO level**: -8.01 eV
**HOMO-LUMO gap**: 8.6 eV

natural (NBO) population analysis, charges in e, atoms 1 to 8: H 0.22; H 0.49; H 0.14; H 0.36; C -0.67; O -0.71; H 0.15; H 0.24



(two)
An isolated molecule of C4H11NO4, computed with wB97M-V/def2-TZVPD.

Geometry (Å):
C (1.79843, -1.04869, -0.26546)
H (-2.24451, 1.40521, -1.69953)
H (-1.43558, 2.15249, 1.08252)
C (-1.71681, 0.56845, 0.04554)
O (2.63492, -0.22779, 0.54978)
N (-1.40641, 0.96848, -1.31268)
O (-2.22159, 1.69577, 0.72738)
C (-0.32645, 0.05498, 0.83104)
H (-2.49209, -0.20106, 0.04361)
H (0.21230, -1.97937, 0.94657)
H (3.56163, -0.44286, 0.35256)
H (-0.64018, -0.17249, 1.85474)
H (1.40820, 0.91366, 1.06948)
H (-0.72806, 1.72843, -1.25292)
H (2.26451, -2.04029, -0.30605)
H (1.83959, -0.66024, -1.28818)
O (-0.52228, -1.73579, -0.90650)
H (-0.66196, -0.99902, -1.54597)
O (0.48691, 1.21837, 0.89624)
C (0.18942, -1.19825, 0.17783)

**E_LUMO**: 0.504 eV
**Structure (SMILES)**: N[C@H](O)[C@H](O)[C@@H](O)CO
**HOMO level**: -9.78 eV
**HOMO-LUMO gap**: 10.3 eV

natural (NBO) population analysis, charges in e, atoms 1 to 8: C -0.09; H 0.37; H 0.48; C 0.24; O -0.76; N -0.88; O -0.73; C 0.04



Most stable to least stable, the ends of the list are (two) and (one).



(one)
A cluster of 2 separate species, C2H7NOSi in total, computed with wB97M-V/def2-TZVPD.

Geometry (Å):
H (-1.12119, -0.37581, -2.18219)
H (-2.23150, -0.61353, 2.27829)
H (0.07651, -1.71998, 2.15428)
H (2.43259, -0.46218, -0.01088)
N (-0.57318, -0.50593, -0.10311)
C (-1.02709, 0.24446, -1.23908)
H (1.73370, 0.96689, 1.05521)
H (-0.20682, 0.95098, -1.30547)
O (1.98984, 1.22409, -0.92290)
H (-2.01905, 0.74595, -1.12151)
Si (-1.03511, -1.00070, 1.33372)
C (1.98130, 0.54575, 0.06363)

**E_LUMO**: -0.237 eV
**Structure (SMILES)**: CN=[SiH2].C=O
**HOMO level**: -9.31 eV
**HOMO-LUMO gap**: 9.1 eV

natural (NBO) population analysis, charges in e, atoms 1 to 8: H 0.20; H -0.19; H -0.18; H 0.12; N -1.08; C -0.42; H 0.11; H 0.23



(two)
A structure of composition C2H7NOSi, computed with wB97M-V/def2-TZVPD.

Geometry (Å):
C (-1.23554, 0.21073, 0.25443)
O (-1.09611, 0.12702, -1.13997)
H (-1.78723, 1.14822, 0.46898)
H (0.44444, 1.26995, 1.21800)
C (0.09651, 0.28774, 1.00663)
N (0.99074, -0.55698, 0.07760)
H (0.74415, -1.56877, -2.15269)
H (1.36324, 0.86655, -1.94356)
H (1.97126, -0.69571, 0.39138)
H (0.00462, -0.20298, 2.02358)
H (-1.65484, -0.69785, 0.65341)
Si (0.48032, -0.18866, -1.53068)

**E_LUMO**: 0.964 eV
**HOMO level**: -9.03 eV
**HOMO-LUMO gap**: 10.0 eV

natural (NBO) population analysis, charges in e, atoms 1 to 8: C -0.08; O -0.86; H 0.18; H 0.17; C -0.24; N -1.10; H -0.20; H -0.23



Most stable to least stable, the ends of the list are (two) and (one).



(one)
A cluster of 12 separate species, C6H38N2O11 in total, computed with wB97M-V/def2-TZVPD.

Geometry (Å):
O (0.61808, 3.97244, 2.83587)
H (0.54325, 3.15923, 0.68530)
H (0.55428, 1.67500, 0.54452)
O (0.75358, 2.48615, 0.03050)
H (-1.41713, 0.65401, 3.30576)
O (0.90926, -1.73949, -4.36172)
O (-1.69099, -2.21448, -2.30114)
C (2.49278, 0.57935, 3.27599)
H (3.96348, -1.47029, 0.64744)
O (2.96068, -0.78440, -2.72259)
H (1.21692, 1.56713, -4.65626)
O (0.60997, 2.10403, -4.14254)
H (0.28109, 1.57035, -3.40824)
O (3.24069, 1.68530, -0.14151)
H (-3.20471, 0.40104, -3.24048)
H (2.07157, -2.91920, -0.13319)
H (3.13811, -1.59991, -2.24369)
H (-0.79970, -0.28795, -1.78669)
O (1.47446, -3.57475, 0.25372)
H (-1.62603, 1.17763, 1.64623)
H (-3.60517, 0.85549, -1.81847)
H (2.45205, -0.22362, -2.12404)
C (-3.46740, -1.74168, 0.28035)
O (-3.28769, 0.10541, -2.32852)
H (2.45574, 1.96649, -0.64248)
O (3.04805, -1.17417, 0.63544)
H (-2.63029, -2.12634, -0.28383)
H (-4.07426, -2.56809, 0.67126)
H (0.06866, -1.49974, -3.93743)
N (0.27660, 0.41800, 2.06706)
H (-1.82845, -1.78666, -3.15568)
H (0.88710, 1.81509, 3.63136)
H (-2.57852, -2.17559, -1.93459)
C (-1.17464, 0.40739, 2.27142)
H (-0.48999, 1.23330, -1.17491)
O (-0.29340, 0.52961, -1.79604)
H (-4.04988, -1.34737, 3.09945)
H (1.46693, 4.05456, 2.38974)
H (0.84018, -2.98916, 0.67764)
C (-4.16805, -0.62780, 2.26544)
H (2.93602, 1.04500, 2.38907)
H (0.70783, -0.34495, 1.56321)
C (0.99086, 0.78521, 3.28447)
H (2.88087, -0.43116, 3.14693)
H (0.50954, 0.30735, 4.15516)
H (1.44880, -1.14524, -3.80579)
C (-1.79155, -0.93058, 1.86733)
H (-5.13720, -0.85071, 1.82724)
H (-4.10135, -1.23239, -0.45146)
H (2.87925, 1.09526, 4.15152)
H (3.21376, 2.31330, 0.58621)
H (3.07783, -0.24512, 0.35814)
H (0.38206, 4.85006, 3.15378)
H (-4.22728, 0.33025, 2.78635)
H (-1.13751, -1.33693, 1.09331)
N (-3.11559, -0.74837, 1.28653)
H (-1.81150, -1.69160, 2.66098)

**E_LUMO**: -0.083 eV
**Structure (SMILES)**: CCNCCN(C)C.O.O.O.O.O.O.O.O.O.O.O
**HOMO level**: -8.82 eV
**HOMO-LUMO gap**: 8.7 eV

natural (NBO) population analysis, charges in e, atoms 1 to 8: O -0.95; H 0.49; H 0.50; O -1.01; H 0.19; O -0.94; O -0.94; C -0.62



(two)
A cluster of 12 separate species, C6H38N2O11 in total, computed with wB97M-V/def2-TZVPD.

Geometry (Å):
H (1.60264, 0.85161, -4.29185)
O (-0.90086, -2.64809, -1.16542)
H (0.75977, 2.52665, -0.17797)
H (-1.77165, 4.06861, -2.33140)
O (2.01067, -4.09858, 0.03600)
H (1.25849, 2.11678, -2.34662)
H (-1.13863, -2.62831, -0.31931)
C (-0.52727, 2.10785, 1.41326)
H (0.35606, -1.46412, -4.24537)
O (1.84260, -0.05200, -4.62908)
H (2.33880, -0.37815, -3.89240)
H (1.57019, 2.26621, 1.45823)
H (-1.46084, 0.15412, 1.69230)
H (1.91119, 0.26068, -0.30991)
O (-0.54730, -1.56929, -4.02683)
O (-2.01681, -2.18006, 1.13970)
N (-1.05456, 3.47211, -2.00438)
H (0.38549, -0.30587, 3.06907)
H (-1.47151, -2.08152, 3.74762)
O (1.88377, 2.04346, -3.04023)
H (3.15116, 0.58439, 3.44963)
H (2.86048, 2.09553, 3.25993)
H (-0.07167, -2.38242, 3.14706)
H (1.41499, -0.08192, 1.45508)
O (-0.92954, -2.79566, 3.40166)
N (-2.78948, 1.72896, -1.24925)
H (-1.28047, 0.30487, -0.58783)
H (2.30204, 2.75873, -3.26587)
H (0.42395, -0.27052, 4.57925)
H (-0.71665, 1.46060, -1.99355)
H (-1.25775, -2.62142, 1.64205)
H (1.02907, -2.52385, -1.48351)
H (1.14946, -3.58497, -2.60099)
H (-1.81839, 1.93105, -3.33736)
C (0.80670, 1.84196, 0.68376)
H (-2.67631, -2.75970, 1.61319)
H (-3.05529, 0.04392, -0.04170)
H (-3.30192, 2.53378, -0.86850)
H (-0.80750, 3.75912, -1.08213)
H (2.16803, -3.82521, -0.88427)
O (0.62620, -0.80929, 3.80314)
H (0.09500, 2.44025, 3.75651)
O (0.29032, 1.96622, 4.62666)
H (-0.79371, -0.66067, -4.01005)
H (-0.91294, 3.15530, 1.29070)
H (-1.53389, -2.42713, -1.86010)
C (1.05614, 0.36641, 0.48583)
O (2.43884, 1.25405, 3.26634)
H (0.11876, -0.11217, 0.01439)
H (2.11578, -3.25500, 0.48993)
C (-2.24550, 0.85098, -0.15267)
C (-1.62857, 2.10056, -2.18452)
C (-1.68610, 1.20923, 1.32932)
H (-0.21055, 2.28593, 2.58103)
H (-2.61223, 1.48331, 1.84043)
H (1.08796, 1.36670, 4.68956)
O (1.68317, -2.90509, -2.22692)

**E_LUMO**: -0.148 eV
**Structure (SMILES)**: CCCCCNCN.O.O.O.O.O.O.O.O.O.O.O
**HOMO level**: -9.03 eV
**HOMO-LUMO gap**: 8.9 eV

natural (NBO) population analysis, charges in e, atoms 1 to 8: H 0.49; O -0.99; H 0.20; H 0.35; O -0.97; H 0.49; H 0.48; C -0.36



(three)
A cluster of 12 separate species, C6H38N2O11 in total, computed with wB97M-V/def2-TZVPD.

Geometry (Å):
O (-3.49423, -1.13067, 0.21909)
H (3.04500, -0.74186, 3.35494)
H (-3.20332, 0.44195, 2.23907)
O (2.58438, 1.70030, -1.89371)
H (1.02366, 0.00871, -1.22845)
H (3.60807, -1.87073, -0.09549)
O (-2.00161, 3.09898, 2.95635)
O (2.44323, -2.93359, -0.12978)
H (2.54778, -0.10680, 0.65320)
O (-3.61437, 1.73523, -0.61372)
H (1.80095, 2.39258, 2.16044)
H (-1.76953, -3.41703, -2.00621)
C (0.11241, 2.13696, 0.16646)
C (2.14113, 0.24254, 1.55279)
H (3.11777, 2.15420, 1.12026)
H (1.81856, -2.67571, -0.85049)
H (-0.31893, -1.06299, -0.59440)
H (-0.73618, 2.75817, 0.32153)
H (-3.88652, 2.38362, 0.04058)
H (-3.52441, -0.89124, 3.32535)
H (-4.01429, 2.11756, -1.41999)
H (3.08724, -1.41109, -1.88589)
H (0.10909, 0.79740, 2.36726)
C (-0.07033, -0.01401, -0.81095)
H (-1.62526, 1.09509, -1.95324)
O (2.38129, -1.75304, -2.40124)
H (-2.57449, -1.20486, -0.06603)
N (2.41909, -0.85969, 2.52747)
H (4.37505, -0.45079, 0.20729)
O (-0.84243, -3.32991, -1.81139)
H (-0.28582, 0.83417, -2.99398)
H (-3.41329, -1.52432, -3.34980)
H (-3.10519, -1.18608, 1.88868)
O (4.19419, -1.15798, -0.39075)
O (-2.52911, -1.71441, -3.63940)
C (-0.81035, 0.30057, -2.17032)
H (2.83250, -1.59736, 1.97925)
H (-2.69124, 2.32265, 3.08384)
H (-0.67150, -2.45491, -2.17040)
H (0.76653, 2.54548, 0.97498)
O (-3.22219, 1.33294, 1.80077)
H (-1.54979, 2.68366, 2.21991)
H (-2.65848, 1.33765, 1.04519)
H (0.53205, 2.16120, -0.85400)
H (2.78652, -3.77245, -0.41186)
H (3.21453, 1.70424, 2.86972)
H (2.52858, 0.77062, -1.55038)
C (0.55361, 0.22061, 1.56857)
H (-1.21894, -0.60782, -2.57596)
H (-3.81452, -0.21070, -0.05289)
C (2.63068, 1.69152, 1.92185)
H (3.41186, 1.76224, -2.34120)
N (-0.26360, 0.70413, 0.42539)
H (2.55344, -2.40437, -3.07216)
H (-2.19588, -0.93324, -4.09387)
O (-2.77761, -1.17619, 2.81880)
H (0.26422, -0.84110, 1.61889)

**E_LUMO**: 0.016 eV
**Structure (SMILES)**: CCN(C)C[C@@H](C)N.O.O.O.O.O.O.O.O.O.O.O
**HOMO level**: -8.26 eV
**HOMO-LUMO gap**: 8.3 eV

natural (NBO) population analysis, charges in e, atoms 1 to 8: O -0.97; H 0.37; H 0.49; O -0.95; H 0.15; H 0.50; O -0.97; O -0.96



Most stable to least stable, the ends of the list are (one) and (two).



(one)
A cluster of 2 separate species, C10H13NO3 in total, computed with wB97M-V/def2-TZVPD.

Geometry (Å):
O (2.50926, -2.98072, -1.14606)
C (-0.79165, 1.48647, 0.29250)
H (3.28826, -0.73957, 0.17046)
H (-1.66249, 3.51755, 2.72174)
C (1.31310, -2.67857, -0.93982)
H (-1.16752, 1.16441, -2.64699)
O (0.25763, -3.24290, -0.79495)
C (2.17088, -0.55775, 0.13323)
C (1.61732, -1.21999, -1.10435)
C (-1.10913, -0.72688, 0.87114)
C (-0.16612, 0.68088, -2.42863)
H (1.78130, -0.58284, -2.06754)
C (-1.46359, 0.95671, 2.50250)
H (-1.77503, -1.17983, 2.79836)
H (-1.66981, 1.24291, 3.55511)
H (1.71842, -1.11824, 1.03105)
C (-0.40325, -0.23708, -1.30249)
C (-1.20815, 1.91767, 1.53714)
H (-0.87736, -1.24112, -1.63565)
H (0.12645, 0.01868, -3.33797)
H (-0.88610, -1.82676, 0.42431)
H (0.50792, 1.50358, -2.25665)
O (-1.28272, 3.30291, 1.80205)
N (-0.72304, 0.18153, -0.09412)
C (-1.46305, -0.39881, 2.17285)
H (1.91197, 0.46616, 0.14935)
H (-0.55350, 2.29159, -0.40656)

**E_LUMO (alpha / beta)**: -0.564 / -0.563 eV
**HOMO level (alpha / beta)**: -7.24 / -7.24 eV
**HOMO-LUMO gap (alpha / beta)**: 6.7 / 6.7 eV

natural (NBO) population analysis, charges in e, atoms 1 to 8: O -0.61; C -0.10; H 0.26; H 0.50; C 0.71; H 0.22; O -0.67; C -0.69



(two)
A cluster of 2 separate species, C10H13NO3 in total, computed with wB97M-V/def2-TZVPD.

Geometry (Å):
H (1.72025, 3.63272, -0.04527)
C (-2.35464, -0.92547, -0.53118)
H (1.26834, 0.28517, -1.23826)
C (-3.37654, 0.01560, -0.52687)
H (-0.09243, 2.08973, 0.41698)
O (3.16224, -0.05604, 1.07052)
H (0.93537, 2.88137, -1.45325)
O (-1.78671, 0.65004, 0.92409)
H (0.54163, -2.75467, 1.55046)
H (-2.56071, -1.95846, -0.85567)
C (0.35145, -2.35629, 0.55355)
C (1.56500, 2.78111, -0.63091)
H (0.09034, -2.78397, -1.53383)
H (2.55715, 2.60316, -0.96693)
N (2.51596, -0.33347, 0.12246)
O (2.72583, -1.32457, -0.57617)
H (1.34144, 1.86807, 1.39353)
C (-2.99765, 0.96323, 0.42623)
C (-0.04826, -0.96188, 0.75651)
C (1.00427, 1.78709, 0.34267)
H (0.70402, -4.16094, -0.36856)
C (0.43530, -3.11622, -0.54758)
H (0.21822, -0.49604, 1.70932)
C (-1.36224, -0.47179, 0.36126)
H (-4.42183, -0.12469, -0.90670)
H (-3.40163, 1.85877, 0.69907)
C (1.26582, 0.40847, -0.14548)

**E_LUMO**: -0.219 eV
**HOMO level**: -8.20 eV
**HOMO-LUMO gap**: 8.0 eV

natural (NBO) population analysis, charges in e, atoms 1 to 8: H 0.22; C -0.30; H 0.22; C -0.31; H 0.25; O -0.39; H 0.21; O -0.39



Most stable to least stable, the ends of the list are (one) and (two).